The following is a DFT calculation (wB97M-V/def2-TZVPD) of a molecular structure, C4H8O19S4Y.

Last column: Mulliken charge in e.
Geometry (Å):
Y (0.6814, 1.3574, 0.6474)  1.9758
S (1.6287, 4.3076, 2.3952)  0.9285
O (1.0795, 3.3438, 1.4764)  -0.5476
O (0.7586, 5.4505, 2.4594)  -0.7813
O (1.7537, 3.7094, 3.6679)  -0.7468
O (2.9692, 4.6144, 1.8040)  -0.8397
S (-1.5863, 1.1683, 2.5314)  1.0188
O (-1.7938, 2.0309, 3.7025)  -0.7193
O (-2.6460, 0.1432, 2.3818)  -0.7529
O (-1.3689, 1.9322, 1.2970)  -0.5305
O (-0.2834, 0.5339, 2.5489)  -0.6060
S (2.9036, -0.4795, 1.6577)  0.9911
O (1.7912, -0.7718, 0.7910)  -0.6201
O (2.6684, 0.9462, 1.7942)  -0.5994
O (2.8902, -1.0709, 2.9643)  -0.7931
O (4.0829, -0.7926, 0.9614)  -0.7775
S (1.5871, 2.2599, -2.0421)  1.0627
O (2.5894, 3.3290, -2.1542)  -0.7252
O (0.4078, 2.6479, -1.2214)  -0.5944
O (1.2307, 1.4925, -3.2228)  -0.7358
O (2.1150, 1.2892, -1.0865)  -0.5875
C (-0.4647, -4.2619, -1.9277)  -1.0253
C (-0.6734, -3.0042, -2.8253)  -0.4172
O (-0.5432, -1.7395, -2.1803)  -0.2734
C (-1.2469, -1.2708, -1.2803)  0.7066
O (-0.8735, -0.2802, -0.6491)  -0.3729
O (-2.4767, -1.8360, -1.2523)  -0.3878
C (-3.4411, -1.4030, -0.4039)  -0.7307
H (-0.9382, -4.2490, -0.9460)  0.3185
H (0.6176, -4.3759, -1.8675)  0.3215
H (-0.7882, -5.1483, -2.4734)  0.3469
H (-1.6368, -2.9638, -3.3335)  0.3237
H (0.1128, -2.9974, -3.5803)  0.3194
H (-4.3731, -1.5370, -0.9531)  0.2005
H (-3.3603, -0.3427, -0.1647)  0.3669
H (-3.3732, -2.0319, 0.4838)  0.2834

Its net charge is -5. The value obtained for the HOMO energy is 7.47 eV. The calculation puts the orbital gap at 0.0567 hartree.

=====

The following is a DFT calculation (wB97M-V/def2-TZVPD) of a molecular structure, C43H33EuN5O5S4.

Last column: Mulliken charge in e.
Geometry (Å):
Eu (4.0241, -19.9597, 4.0015)  0.9531
C (4.2948, -14.3587, 1.9388)  -0.7899
O (4.9179, -15.3116, 2.7912)  -0.3676
C (4.4137, -15.3199, 4.0469)  -0.0235
C (4.1321, -14.2080, 4.8030)  -0.5589
C (3.8647, -14.3290, 6.1822)  -0.5701
C (3.6069, -15.5672, 6.7894)  -0.9736
C (3.5573, -16.7005, 5.8866)  1.0061
C (2.5637, -17.6915, 6.2806)  -1.1541
N (2.4034, -18.8676, 5.7083)  1.1141
N (1.3423, -19.5352, 6.1918)  -1.0091
C (1.2222, -20.7506, 5.6537)  0.2199
O (2.1427, -21.2120, 4.9077)  -0.5065
C (0.0931, -21.6293, 5.9876)  -0.0777
C (0.0260, -22.9629, 5.4552)  0.1755
C (-0.8799, -23.9218, 5.8009)  -0.7314
C (-1.7962, -23.5399, 6.7580)  -0.3619
C (-1.8083, -22.2742, 7.2897)  -0.6304
C (-0.8746, -21.3047, 6.8932)  -0.0998
C (4.2044, -16.6687, 4.6332)  0.3244
O (4.4798, -17.7209, 3.9055)  -0.1147
H (3.2002, -14.1614, 2.2318)  0.2968
H (4.2271, -14.7172, 0.8860)  0.1960
H (4.7823, -13.3878, 1.9256)  0.3569
H (4.0635, -13.2425, 4.3860)  0.4394
H (3.7446, -13.4313, 6.8325)  0.2713
H (3.5749, -15.5261, 7.8887)  0.3351
H (1.9619, -17.4519, 7.1301)  0.2590
H (0.7757, -23.1389, 4.6194)  0.1544
H (-0.9346, -24.8744, 5.3203)  0.4226
H (-2.6442, -24.1280, 6.9772)  0.3519
H (-2.5175, -22.0247, 8.1077)  0.2892
H (-0.9764, -20.2521, 7.1885)  0.3780
S (5.5957, -24.5254, 1.5941)  -0.3881
C (3.9335, -24.7306, 1.9948)  -0.3051
C (3.3509, -23.6518, 2.6519)  -0.6639
C (4.3130, -22.6149, 2.9442)  0.2641
C (5.5281, -22.8944, 2.3117)  0.7154
C (6.5731, -21.9943, 2.2045)  -0.1884
C (7.7269, -22.1754, 1.3876)  -1.2097
C (8.5767, -21.0945, 1.0393)  -0.4249
C (8.2657, -19.8386, 1.5320)  -0.9088
C (7.1045, -19.7256, 2.2737)  -0.0846
N (6.3837, -20.7682, 2.7277)  0.5295
H (3.4115, -25.6493, 1.7627)  0.4182
H (2.3595, -23.6794, 3.0334)  0.1151
H (7.9615, -23.1333, 0.9688)  0.4288
H (9.4734, -21.3081, 0.4328)  0.3200
H (8.9073, -18.9602, 1.3334)  0.3653
H (6.7824, -18.7957, 2.7452)  0.3561
N (5.5177, -20.2040, 6.0497)  -0.3632
S (6.9443, -20.8517, 6.1243)  0.4148
C (6.7430, -22.5613, 6.4786)  0.2267
C (6.6518, -23.0091, 7.8075)  -0.2627
C (6.5477, -24.3535, 8.0695)  -0.6260
C (6.6526, -25.3052, 7.1042)  -0.5148
C (6.7235, -24.8766, 5.7636)  -0.4069
C (6.8137, -23.5397, 5.4672)  -0.1978
C (7.8875, -20.2819, 7.4754)  0.4386
C (8.8433, -21.0892, 8.1426)  -0.4126
C (9.6434, -20.5833, 9.1783)  -0.7208
C (9.4302, -19.2860, 9.6720)  -0.4524
C (8.3774, -18.5549, 9.0729)  -0.5610
C (7.7567, -18.9976, 7.8915)  -0.5111
H (4.9002, -20.7784, 6.6469)  0.2338
H (6.5805, -22.2545, 8.6192)  0.4346
H (6.4951, -24.6554, 9.0946)  0.4027
H (6.7679, -26.3744, 7.4621)  0.2613
H (6.5427, -25.6763, 5.0258)  0.3702
H (6.8081, -23.2563, 4.3821)  0.1998
H (9.1151, -22.0656, 7.7444)  0.3701
H (10.3711, -21.2075, 9.5743)  0.4681
H (10.0858, -18.7462, 10.3517)  0.3443
H (8.0955, -17.5325, 9.4196)  0.3329
H (6.9947, -18.3967, 7.4182)  0.5480
O (4.4022, -19.1989, 1.3724)  -0.3660
S (2.9566, -19.2888, 0.9338)  1.0122
O (2.5884, -20.3891, 0.0874)  -0.7541
N (2.0471, -19.2896, 2.2723)  -0.3093
C (1.1720, -18.2304, 2.2453)  0.3779
S (-0.1870, -17.8942, 3.1740)  -0.4768
C (1.3916, -17.2795, 1.1589)  0.1386
C (0.7583, -15.9862, 0.8687)  -0.8643
C (1.2337, -15.3358, -0.2224)  -0.3377
C (2.2525, -15.8481, -1.0346)  -0.5258
C (2.7748, -17.0889, -0.8080)  -0.4490
C (2.3976, -17.7342, 0.3599)  0.2521
H (-0.1682, -15.7320, 1.3544)  0.4484
H (0.7783, -14.3414, -0.4587)  0.2540
H (2.6159, -15.3207, -1.9297)  0.3178
H (3.5848, -17.5197, -1.4346)  0.3517

Its net charge is -2. The multiplicity is 8. The value obtained for the HOMO energy (spin up / spin down) is 0.32 / -1.13 eV. As for the expectation value of S²: 15.759. The calculation puts the orbital gap (spin up / spin down) at 0.1235 / 0.1767 hartree.

=====

The following is a DFT calculation (wB97M-V/def2-TZVPD) of 3 unconnected molecules or ions with the total composition C4H11PS.

Last column: Mulliken charge in e.
Geometry (Å):
C (-1.6506, 2.5201, 0.1985)  -0.8007
C (-2.0664, -0.0105, -0.7845)  -0.5169
C (1.0599, -2.8579, -0.0623)  -0.7966
C (2.4770, 0.8889, 0.6192)  -0.1726
P (-1.3515, 0.7591, 0.4484)  -0.0419
S (2.9732, 0.5141, -0.8659)  -0.1688
H (-2.3981, 2.6486, 1.0537)  0.2520
H (-1.9412, 2.5925, -0.8032)  0.3156
H (-2.7687, 0.4285, -1.4603)  0.3051
H (0.9394, -3.1100, 0.9841)  0.2351
H (-2.2204, -1.1015, -0.6494)  0.2619
H (0.7507, -1.7598, -0.3715)  0.0153
H (2.1066, -2.8832, -0.4605)  0.2387
H (0.4130, -3.5081, -0.5945)  0.2943
H (1.5476, 1.5806, 0.7432)  0.0830
H (2.7920, 0.2802, 1.5346)  0.2321
H (-0.6624, 3.0185, 0.4704)  0.2643

Its net charge is 0. Its SMILES is C=PC.C=S.C. The value obtained for the HOMO energy is -8.83 eV. The calculation puts the orbital gap at 0.3090 hartree.

=====

The following is a DFT calculation (wB97M-V/def2-TZVPD) of a single C6H9Cl molecule.

Last column: Mulliken charge in e.
Geometry (Å):
C (-1.1569, 0.8673, 1.3023)  -1.6009
C (-1.0153, 0.8716, -0.2503)  0.4721
C (-1.3664, -0.4678, -0.8652)  -0.4566
C (-1.9620, -1.4276, -0.1833)  -0.6607
C (0.3508, 1.3030, -0.5770)  -0.3996
C (1.5083, 0.7470, -0.4022)  -0.2082
H (-2.1896, 0.6938, 1.6292)  0.3820
H (-0.5386, 0.0746, 1.6706)  0.3990
H (-0.8695, 1.8114, 1.7397)  0.3760
H (-1.6966, 1.5884, -0.5867)  0.3898
H (-1.1678, -0.5667, -1.9265)  0.3614
H (-2.0154, -1.3749, 0.9521)  0.2143
H (-2.2266, -2.4163, -0.6558)  0.2521
H (0.3771, 2.1838, -1.1915)  0.3147
H (2.4300, 1.0993, -0.9239)  0.3367
Cl (1.7498, -0.8502, 0.3028)  -0.1722

Its net charge is 0. Its SMILES is C=C[C@@H](C)/C=C\Cl. The value obtained for the HOMO energy is -9.52 eV. The calculation puts the orbital gap at 0.3850 hartree.

=====

In the order shown, the computed molar mass values come out to 577.3, 980.0, 122.2, 116.6 g/mol.
In the order shown, the computed energy relative to the best compared isomer or geometry (same formula, charge and spin) values come out to 305.77, 23.07, 317.35, 64.09 kJ/mol.